Entry 1:
C5H9NO | wB97M-V/def2-TZVPD

```
16
Properties=species:S:1:pos:R:3:forces:R:3
H 2.356177 -1.501279 -0.305258 -0.15 0.16 0.13
C -1.415411 0.359248 -0.138380 -0.05 -0.19 0.00
C 2.143573 -0.432485 -0.208028 0.33 -0.03 -0.01
O -0.885808 1.655670 -0.382487 0.05 0.11 -0.14
H 0.763063 0.861603 0.398254 0.01 0.02 0.10
H 0.486485 -2.441134 -0.540002 -0.09 0.13 -0.14
C -0.406376 -0.739340 0.217994 -0.07 -0.02 -0.20
H 2.957667 -0.005753 0.379204 0.05 -0.03 -0.07
H 2.177392 0.014439 -1.210824 -0.09 -0.12 0.19
N 0.912412 -0.131261 0.565246 -0.02 0.13 -0.15
C 0.012012 -1.530489 -0.965503 -0.13 -0.11 0.24
H -0.791597 -1.311408 1.077629 0.07 0.05 -0.13
H -2.678234 1.981870 0.706424 0.13 -0.15 0.03
C -1.717431 1.471919 0.762469 -0.12 0.06 0.20
H -2.175732 0.052098 -0.856283 0.10 0.02 0.10
H -1.206280 1.536993 1.723267 -0.03 -0.02 -0.15
```
Positions in Å, forces in eV/Å.

Kohn-Sham gap (spin up / spin down): 8.2963 / 8.2966 eV
calculated total energy: -8862.3619 eV
energy above the lowest of the compared OMol25 structures with the same formula, charge and spin: 158.0 kcal per mole
E_HOMO (spin up / spin down): -8.69 / -8.69 eV

Calculated atomic charges, method Löwdin, unit e: atom 1 (H): 0.0702, atom 2 (C): -0.2689, atom 3 (C): -0.1454, atom 4 (O): -0.0601, atom 5 (H): 0.0888, atom 6 (H): 0.0184, atom 7 (C): -0.4259, atom 8 (H): 0.0790, atom 9 (H): 0.0822, atom 10 (N): -0.0361, atom 11 (C): 0.1912, atom 12 (H): 0.1360, atom 13 (H): 0.1119, atom 14 (C): -0.1021, atom 15 (H): 0.1421, atom 16 (H): 0.1186

---

Entry 2:
C5H12NO | wB97M-V/def2-TZVPD

```
19
Properties=species:S:1:pos:R:3:forces:R:3
H -1.840862 -0.749501 0.582817 0.65 0.19 0.20
C -0.054039 1.230609 -0.104625 -0.73 -2.77 -0.35
H 1.310718 -0.294632 0.956099 -1.34 0.44 -0.34
C 0.174443 1.864912 1.253930 3.57 1.55 -0.38
H 0.162244 0.107829 -2.532156 0.01 -1.08 0.31
C 0.088276 -0.879231 -2.000110 -0.67 -2.39 -1.10
H 0.294557 1.465698 -1.162082 1.13 0.95 1.96
H 1.085500 -1.915833 -0.605795 -0.23 -2.88 0.74
H -0.012562 1.343977 2.159155 -2.18 -0.90 0.29
H -1.142681 1.341085 -0.393061 0.55 -0.87 0.92
H -0.692084 -0.619530 2.022285 -0.63 -0.35 -0.09
H -0.010711 2.917449 1.349799 -0.56 0.62 0.13
N 1.041822 -1.009367 -0.922226 -1.09 4.17 -0.03
H -0.952033 -1.025125 -1.566977 0.79 0.25 -0.87
C 0.417938 -0.296290 0.248978 -0.05 0.96 -0.47
H 0.285077 -1.791720 -2.721336 -0.52 1.98 0.87
H 1.259180 1.762543 1.564632 -0.12 0.69 -1.25
O -0.592614 -2.359471 0.878112 -0.13 -2.07 0.29
C -0.822167 -1.093410 0.992553 1.54 1.50 -0.81
```
Positions in Å, forces in eV/Å.

Kohn-Sham gap: 6.4366 eV
calculated total energy: -8914.5570 eV
charge: -1
energy above the lowest of the compared OMol25 structures with the same formula, charge and spin: 57.8 kcal per mole
E_HOMO: -2.36 eV

Calculated atomic charges, method Löwdin, unit e: atom 1 (H): 0.0807, atom 2 (C): -0.2191, atom 3 (H): 0.1229, atom 4 (C): -0.1648, atom 5 (H): 0.0567, atom 6 (C): -0.1926, atom 7 (H): 0.0837, atom 8 (H): 0.0304, atom 9 (H): 0.0393, atom 10 (H): 0.0921, atom 11 (H): 0.0676, atom 12 (H): 0.0419, atom 13 (N): -0.1154, atom 14 (H): 0.0824, atom 15 (C): -0.3225, atom 16 (H): 0.0974, atom 17 (H): 0.0769, atom 18 (O): -0.3176, atom 19 (C): -0.5401